No. 1
Entry from the Open Molecules 2025 dataset: a molecular structure, C38H30CoF9NO7P3S (ωB97M-V with the def2-TZVPD basis set).

Structure (XYZ):
```
90
C38H30CoF9NO7P3S ωB97M-V with the def2-TZVPD basis set
Co -0.874 0.635 -1.748
C 3.714 -4.408 -3.152
C 3.054 -3.916 -1.854
C 1.607 -4.405 -1.820
C 3.798 -4.511 -0.646
C 3.131 -2.391 -1.811
C 4.408 -1.752 -1.760
C 4.550 -0.373 -1.711
C 3.415 0.408 -1.727
S 3.353 2.144 -1.684
C 1.606 2.016 -1.725
N 1.102 0.674 -1.808
C 2.100 -0.197 -1.794
C 2.002 -1.620 -1.828
C 0.689 3.010 -1.749
C 0.971 4.418 -1.701
C -0.058 5.301 -1.858
C -1.374 4.840 -2.081
C -1.670 3.468 -2.102
C -0.679 2.545 -1.902
H 3.645 -5.498 -3.212
H 4.773 -4.134 -3.205
H 3.207 -3.985 -4.025
H 1.599 -5.497 -1.825
H 1.034 -4.062 -2.686
H 1.085 -4.072 -0.913
H 3.753 -5.603 -0.690
H 3.331 -4.190 0.289
H 4.853 -4.219 -0.615
H 5.309 -2.357 -1.751
H 5.534 0.083 -1.663
H 1.022 -2.065 -1.857
H 1.995 4.762 -1.570
H 0.139 6.367 -1.828
H -2.176 5.560 -2.216
H -2.690 3.136 -2.261
O -3.930 0.811 -4.287
P -3.614 -0.039 -2.975
O -4.807 -0.534 -2.285
O -2.659 0.856 -2.148
O -2.665 -1.203 -3.589
P -1.788 -2.223 -2.649
O -0.797 -2.789 -3.776
O -2.537 -3.301 -2.012
O -0.979 -1.286 -1.728
H -4.841 0.627 -4.598
H -0.527 -2.112 -4.420
F -3.805 -3.946 4.695
C -4.554 -3.146 3.898
F -5.312 -3.931 3.113
F -5.382 -2.436 4.703
C -3.683 -2.228 3.094
C -3.859 -2.098 1.733
C -3.041 -1.229 1.017
C -2.063 -0.496 1.668
C -1.905 -0.625 3.053
C -2.709 -1.491 3.764
P -1.012 0.688 0.762
C -1.528 2.268 1.511
C -2.661 2.851 0.946
C -3.169 4.032 1.461
C -2.537 4.639 2.538
C -1.420 4.062 3.116
C -0.921 2.871 2.608
C -3.095 5.915 3.094
F -4.115 5.672 3.948
F -3.574 6.709 2.111
F -2.155 6.609 3.770
C 0.652 0.355 1.403
C 1.033 -0.958 1.673
C 2.355 -1.251 1.972
C 3.299 -0.235 1.996
C 2.930 1.077 1.745
C 1.608 1.369 1.446
C 4.725 -0.558 2.321
F 5.569 0.349 1.774
F 4.936 -0.559 3.655
F 5.068 -1.781 1.853
H -4.613 -2.672 1.208
H -3.203 -1.131 -0.040
H -1.145 -0.049 3.575
H -2.587 -1.601 4.836
H -3.150 2.366 0.103
H -4.052 4.486 1.025
H -0.943 4.538 3.964
H -0.054 2.417 3.078
H 0.298 -1.756 1.624
H 2.657 -2.272 2.172
H 3.676 1.863 1.757
H 1.326 2.391 1.212
```

Values from the calculation:
Expectation value of S²   6.133
Total energy   -156510.257 eV
Strongest force on any atom   0.734 eV/A
HOMO-LUMO gap (alpha / beta)   0.2021 / 0.2163 Eh
ΔE to the lowest compared entry with this formula, charge and spin   128.3 kJ/mol
Multiplicity   5

No. 2
Entry from the Open Molecules 2025 dataset: a molecular structure, C38H30N5OPPtS2 (ωB97M-V with the def2-TZVPD basis set).

Structure (XYZ):
```
78
C38H30N5OPPtS2 ωB97M-V with the def2-TZVPD basis set
Pt 0.308 0.473 -0.026
N -1.320 4.430 -0.013
C -0.986 3.148 -0.122
S 0.515 2.662 0.647
N -1.826 2.353 -0.759
N -1.416 1.068 -0.800
C -2.133 0.145 -1.333
C -1.575 -1.206 -1.364
C -2.242 -2.288 -1.902
C -1.618 -3.530 -1.896
C -0.352 -3.655 -1.351
C 0.264 -2.530 -0.824
N -0.335 -1.345 -0.836
H -0.715 5.091 0.444
H -2.173 4.758 -0.436
H -3.105 0.385 -1.747
H -3.231 -2.159 -2.320
H -2.120 -4.391 -2.316
H 0.163 -4.604 -1.333
H 1.252 -2.570 -0.383
S 4.700 -0.283 0.231
C 4.053 -0.876 1.733
C 4.740 -1.449 2.799
C 4.003 -1.878 3.884
C 2.609 -1.750 3.904
C 1.928 -1.180 2.848
C 2.665 -0.727 1.758
N 2.175 -0.127 0.598
C 3.127 0.137 -0.276
C 2.735 0.721 -1.542
C 3.602 1.021 -2.588
C 3.092 1.560 -3.755
C 1.729 1.796 -3.872
C 0.854 1.502 -2.827
C 1.362 0.960 -1.663
H 5.816 -1.559 2.776
H 4.511 -2.327 4.727
H 2.049 -2.109 4.758
H 0.855 -1.098 2.847
H 4.665 0.834 -2.490
H 3.755 1.800 -4.575
H 1.334 2.220 -4.785
H -0.199 1.716 -2.944
O -0.884 -0.141 1.688
P -1.721 0.145 2.934
C -1.404 -1.142 4.139
C -1.286 -0.865 5.498
C -1.072 -1.901 6.398
C -0.980 -3.208 5.943
C -1.104 -3.490 4.587
C -1.317 -2.462 3.686
C -3.471 0.125 2.561
C -3.958 0.950 1.542
C -5.308 0.956 1.240
C -6.183 0.142 1.953
C -5.706 -0.673 2.967
C -4.352 -0.684 3.274
C -1.299 1.716 3.678
C -2.246 2.712 3.897
C -1.858 3.921 4.462
C -0.534 4.129 4.815
C 0.413 3.130 4.610
C 0.034 1.928 4.042
H -1.361 0.154 5.857
H -0.981 -1.685 7.454
H -0.819 -4.013 6.648
H -1.039 -4.512 4.238
H -1.413 -2.677 2.627
H -3.289 1.605 0.998
H -5.685 1.604 0.460
H -7.240 0.152 1.721
H -6.388 -1.302 3.524
H -3.988 -1.322 4.069
H -3.285 2.547 3.642
H -2.596 4.693 4.639
H -0.237 5.067 5.264
H 1.443 3.292 4.900
H 0.773 1.150 3.885
```

Values from the calculation:
Total energy   -83587.404 eV
Net charge   +2
Strongest force on any atom   0.133 eV/A
HOMO-LUMO gap   0.2708 Eh
ΔE to the lowest compared entry with this formula, charge and spin   0.0 kJ/mol

No. 3
Entry from the Open Molecules 2025 dataset: a molecular structure, C38H30N7O2OsS3 (ωB97M-V with the def2-TZVPD basis set).

Structure (XYZ):
```
81
C38H30N7O2OsS3 ωB97M-V with the def2-TZVPD basis set
Os -0.013 0.368 1.581
S -5.626 1.197 2.755
C -7.168 1.876 2.972
C -7.189 3.213 2.697
C -5.932 3.702 2.300
C -4.955 2.731 2.276
C -3.559 2.889 1.923
C -2.687 1.782 1.910
N -1.401 1.856 1.599
C -0.888 3.076 1.281
C -1.671 4.237 1.236
C -1.042 5.467 0.845
C 0.278 5.520 0.556
C 1.110 4.355 0.659
C 2.488 4.345 0.425
C 3.224 3.166 0.554
C 2.524 2.012 0.957
N 1.218 1.998 1.187
C 0.503 3.147 1.028
C 4.644 3.102 0.272
C 5.473 2.000 0.293
C 6.791 2.292 -0.093
C 6.961 3.613 -0.403
S 5.534 4.508 -0.230
C -3.021 4.127 1.577
H -7.994 1.258 3.286
H -8.076 3.821 2.777
H -5.761 4.737 2.046
H -3.062 0.804 2.190
H -1.654 6.357 0.783
H 0.738 6.453 0.257
H 2.986 5.264 0.144
H 3.042 1.074 1.098
H 5.147 1.007 0.566
H 7.586 1.564 -0.145
H 7.870 4.096 -0.723
H -3.631 5.019 1.580
C -1.062 -1.382 -7.893
O -0.047 -1.544 -6.891
C -0.107 -2.492 -6.000
C -1.077 -3.518 -5.959
C -1.018 -4.464 -4.977
C -0.069 -4.359 -3.933
C 0.927 -3.340 -3.991
C 0.917 -2.450 -5.014
N -0.112 -5.268 -2.945
N 0.382 -5.222 -1.823
C 0.538 -4.282 -0.898
C 1.723 -4.293 -0.111
C 2.041 -3.244 0.691
C 1.161 -2.131 0.829
O 1.452 -1.081 1.476
C -0.136 -2.212 0.216
N -0.998 -1.205 0.522
C -2.221 -1.234 -0.011
C -2.649 -2.258 -0.843
C -1.777 -3.283 -1.163
C -0.477 -3.263 -0.649
H -0.912 -0.387 -8.299
H -2.059 -1.458 -7.459
H -0.944 -2.115 -8.690
H -1.846 -3.585 -6.715
H -1.726 -5.282 -4.963
H 1.707 -3.310 -3.242
H 1.675 -1.685 -5.113
H 2.427 -5.104 -0.245
H 2.988 -3.227 1.214
H -2.892 -0.431 0.263
H -3.661 -2.258 -1.219
H -2.108 -4.104 -1.783
C 2.926 -2.375 4.973
N 2.001 -1.326 4.563
C 0.711 -1.496 4.381
N 0.152 -2.687 4.553
S -0.309 -0.139 3.992
H 3.936 -1.979 4.957
H 2.873 -3.229 4.295
H 2.708 -2.711 5.989
H 2.359 -0.391 4.458
H 0.663 -3.464 4.947
H -0.851 -2.765 4.498
```

Values from the calculation:
Total energy   -89366.749 eV
Net charge   +3
Strongest force on any atom   2.168 eV/A
HOMO-LUMO gap (alpha / beta)   0.1444 / 0.1443 Eh
ΔE to the lowest compared entry with this formula, charge and spin   237.0 kJ/mol

No. 4
Entry from the Open Molecules 2025 dataset: a molecular structure, C38H31BBrF4IN7O5SSn (ωB97M-V with the def2-TZVPD basis set).

Structure (XYZ):
```
90
C38H31BBrF4IN7O5SSn ωB97M-V with the def2-TZVPD basis set
Sn -0.487 0.772 -0.713
O -1.369 2.572 3.159
C -1.411 2.081 2.007
N -0.373 2.016 1.147
C 0.864 2.584 1.594
C 1.661 3.217 0.477
C 2.874 3.849 0.769
C 3.633 4.365 -0.260
C 3.170 4.241 -1.567
C 1.953 3.612 -1.761
N 1.212 3.122 -0.769
C -2.638 1.487 1.457
C -3.840 1.557 2.143
C -5.006 1.036 1.613
C -4.909 0.426 0.316
C -3.702 0.370 -0.314
N -2.538 0.860 0.205
H 1.531 1.835 2.055
H 0.680 3.328 2.379
H 3.209 3.907 1.798
H 4.581 4.850 -0.055
H 3.735 4.616 -2.410
H 1.551 3.473 -2.761
H -3.813 2.049 3.108
H -5.948 1.098 2.143
H -5.773 -0.002 -0.176
H -3.609 -0.094 -1.288
Br -1.894 4.666 -0.667
C -1.797 3.856 -2.386
C -1.782 4.682 -3.500
C -1.818 4.067 -4.741
C -1.900 2.688 -4.812
C -1.891 1.953 -3.633
N -1.807 2.543 -2.436
C -2.027 0.417 -3.687
O -2.306 -0.048 -4.802
O -1.834 -0.174 -2.600
H -1.760 5.756 -3.383
H -1.805 4.669 -5.643
H -1.975 2.146 -5.743
O -0.425 -1.207 0.896
S -1.244 -1.361 2.140
C -0.364 -2.686 2.983
C -0.393 -2.766 4.365
C 0.343 -3.759 5.000
C 1.109 -4.639 4.247
C 1.149 -4.530 2.861
C 0.413 -3.547 2.217
C -2.661 -2.323 1.611
C -3.726 -2.512 2.476
C -4.827 -3.228 2.034
C -4.853 -3.728 0.738
C -3.786 -3.507 -0.122
C -2.677 -2.793 0.310
H -0.971 -2.046 4.935
H 0.333 -3.832 6.081
H 1.694 -5.404 4.744
H 1.767 -5.197 2.274
H 0.466 -3.418 1.140
H -3.708 -2.080 3.470
H -5.675 -3.374 2.692
H -5.722 -4.273 0.388
H -3.819 -3.868 -1.141
H -1.846 -2.575 -0.351
O 2.760 0.756 -0.130
N 3.337 0.097 0.807
C 4.646 0.287 1.080
C 5.257 -0.386 2.115
C 4.524 -1.268 2.894
C 3.186 -1.457 2.590
C 2.611 -0.780 1.539
H 5.131 0.998 0.429
H 6.308 -0.208 2.299
H 4.989 -1.804 3.711
H 2.570 -2.151 3.146
H 1.591 -0.900 1.197
F 2.943 -3.085 -2.409
B 2.358 -3.054 -1.133
F 3.386 -2.837 -0.166
F 1.733 -4.287 -0.839
F 1.413 -2.019 -1.042
I 3.019 -1.090 -6.870
C 2.407 -0.249 -5.091
C 3.104 -0.247 -3.905
N 2.335 0.414 -3.025
N 1.163 0.792 -3.550
C 1.189 0.399 -4.811
H 4.042 -0.694 -3.629
H 2.444 0.431 -2.010
H 0.332 0.548 -5.450
```

Values from the calculation:
Expectation value of S²   0.766
Total energy   -166941.233 eV
Net charge   -2
Strongest force on any atom   0.428 eV/A
HOMO-LUMO gap (alpha / beta)   0.1233 / 0.2165 Eh
ΔE to the lowest compared entry with this formula, charge and spin   104.0 kJ/mol
Multiplicity   2

No. 5
Entry from the Open Molecules 2025 dataset: a molecular structure, C38H31Cl3N6RuSSi (ωB97M-V with the def2-TZVPD basis set).

Structure (XYZ):
```
81
C38H31Cl3N6RuSSi ωB97M-V with the def2-TZVPD basis set
Ru -0.257 -1.445 -0.441
N -1.221 -4.141 3.701
C -0.641 -3.666 2.546
S -0.580 -4.678 1.205
N -0.156 -2.426 2.730
N 0.162 -1.614 1.730
C 0.783 -0.440 2.264
C 0.422 0.035 3.593
C 1.398 0.535 4.467
C 1.064 0.983 5.735
C -0.256 0.944 6.164
C -1.234 0.442 5.315
C -0.903 -0.017 4.054
C 1.676 0.287 1.420
C 2.045 1.625 1.693
C 2.832 2.307 0.797
C 3.250 1.674 -0.371
C 2.816 0.374 -0.591
N 2.052 -0.304 0.253
H -1.865 -4.900 3.555
H -1.507 -3.428 4.356
H 2.434 0.538 4.155
H 1.841 1.352 6.393
H -0.519 1.297 7.154
H -2.268 0.409 5.639
H -1.671 -0.403 3.399
H 1.667 2.120 2.575
H 3.101 3.339 0.991
H 3.859 2.178 -1.108
H 3.077 -0.140 -1.508
N 1.253 -3.097 -0.704
C 2.375 -2.775 -1.505
C 3.658 -2.926 -0.995
C 4.761 -2.562 -1.749
C 4.574 -2.050 -3.026
C 3.289 -1.903 -3.525
C 2.160 -2.256 -2.781
C 0.798 -2.004 -3.323
C 0.655 -2.147 -4.711
C -0.486 -1.738 -5.370
C -1.498 -1.146 -4.628
C -1.384 -1.058 -3.252
C -0.275 -1.527 -2.530
H 1.499 -3.437 0.218
H 0.653 -3.806 -1.114
H 3.780 -3.320 0.007
H 5.756 -2.671 -1.338
H 5.423 -1.747 -3.625
H 3.147 -1.460 -4.502
H 1.466 -2.589 -5.278
H -0.579 -1.869 -6.441
H -2.392 -0.771 -5.114
H -2.197 -0.598 -2.713
Cl -3.483 -2.712 1.511
Si -2.568 -2.248 -0.355
Cl -3.991 -0.740 -0.920
Cl -3.146 -3.875 -1.560
N -0.583 0.480 -0.393
C -1.187 1.581 -0.439
C -1.762 2.206 0.792
C -1.577 3.562 1.057
C -2.079 4.124 2.221
C -2.791 3.339 3.119
C -2.985 1.990 2.854
C -2.463 1.422 1.702
C -1.348 2.295 -1.747
C -0.407 2.077 -2.752
C -0.564 2.662 -3.997
C -1.669 3.463 -4.257
C -2.615 3.676 -3.265
C -2.454 3.098 -2.013
H -1.030 4.173 0.349
H -1.916 5.175 2.426
H -3.193 3.777 4.025
H -3.541 1.374 3.549
H -2.602 0.368 1.492
H 0.432 1.426 -2.542
H 0.169 2.478 -4.773
H -1.796 3.913 -5.234
H -3.487 4.286 -3.468
H -3.201 3.252 -1.244
```

Values from the calculation:
Expectation value of S²   8.809
Total energy   -107716.362 eV
Net charge   -1
Strongest force on any atom   0.465 eV/A
HOMO-LUMO gap (alpha / beta)   0.2210 / 0.2259 Eh
ΔE to the lowest compared entry with this formula, charge and spin   0.0 kJ/mol
Multiplicity   6

No. 6
Entry from the Open Molecules 2025 dataset: a molecular structure, C38H31Co2O7P (ωB97M-V with the def2-TZVPD basis set).

Structure (XYZ):
```
79
C38H31Co2O7P ωB97M-V with the def2-TZVPD basis set
C -0.027 -1.158 5.875
C -0.058 0.325 5.828
C 1.259 0.971 6.003
C 1.430 2.463 5.957
O 2.262 0.262 6.195
C -1.295 1.064 5.761
C -2.653 0.377 5.764
O -1.334 2.313 5.689
H -1.028 -1.592 5.901
H 0.505 -1.570 5.001
H 0.526 -1.494 6.765
H 0.469 2.972 6.033
H 2.091 2.771 6.774
H 1.923 2.733 5.014
H -2.624 -0.714 5.791
H -3.209 0.742 6.641
H -3.212 0.697 4.872
O -3.463 3.489 -2.134
C -2.821 2.544 -1.929
Co -1.649 1.321 -1.531
C -2.018 0.984 0.150
O -2.329 0.665 1.213
C -2.445 -0.113 -2.136
O -3.022 -1.033 -2.534
C -0.138 1.516 -2.546
C -0.005 2.312 -1.359
C -0.164 3.605 -0.886
C -0.658 3.979 0.437
C -1.407 5.180 0.580
C -1.990 5.504 1.799
C -1.814 4.672 2.909
C -1.047 3.514 2.782
C -0.463 3.161 1.570
Co 1.041 0.638 -1.404
C 1.319 0.268 0.301
O 1.570 0.014 1.408
C 2.588 1.038 -2.078
O 3.636 1.305 -2.517
P 0.814 -1.402 -2.325
C -0.231 -2.616 -1.422
C -0.402 -3.957 -1.824
C -1.224 -4.802 -1.062
C -1.846 -4.340 0.105
C -1.635 -3.023 0.521
C -0.824 -2.174 -0.232
C 0.172 -1.325 -4.044
C -0.934 -2.064 -4.500
C -1.446 -1.816 -5.779
C -0.837 -0.886 -6.629
C 0.296 -0.192 -6.193
C 0.806 -0.413 -4.910
C 2.450 -2.227 -2.496
C 3.020 -2.578 -3.734
C 4.339 -3.052 -3.777
C 5.083 -3.212 -2.604
C 4.498 -2.897 -1.373
C 3.184 -2.424 -1.310
H 0.037 1.744 -3.587
H -0.184 4.390 -1.656
H -1.523 5.818 -0.299
H -2.579 6.412 1.891
H -2.260 4.907 3.875
H -0.898 2.867 3.641
H 0.193 2.285 1.486
H 0.099 -4.335 -2.725
H -1.376 -5.833 -1.387
H -2.486 -5.004 0.693
H -2.094 -2.640 1.431
H -0.638 -1.152 0.127
H -1.369 -2.851 -3.875
H -2.339 -2.353 -6.100
H -1.247 -0.701 -7.625
H 0.793 0.532 -6.838
H 1.706 0.128 -4.585
H 2.441 -2.485 -4.659
H 4.785 -3.285 -4.744
H 6.116 -3.568 -2.651
H 5.066 -3.008 -0.452
H 2.732 -2.196 -0.335
```

Values from the calculation:
Total energy   -138781.936 eV
Net charge   -2
Strongest force on any atom   3.756 eV/A
HOMO-LUMO gap   0.1793 Eh